[1]
{"formula": "C6H17N3", "method": "ωB97M-V with the def2-TZVPD basis set", "species": ["C", "C", "C", "C", "C", "C", "N", "N", "N", "H", "H", "H", "H", "H", "H", "H", "H", "H", "H", "H", "H", "H", "H", "H", "H", "H"], "xyz": [[-0.30186, 0.74878, -0.00867], [-1.02732, -0.49517, -0.09503], [1.70466, -1.00638, -1.30143], [2.08203, -0.42239, 0.97423], [-0.03407, 1.57373, -1.23398], [-1.37007, -1.35206, 1.09607], [1.11138, -0.83347, -0.00284], [-0.20419, 1.42354, 1.16430], [-2.58744, 0.61179, -0.33545], [-1.04206, -0.96442, -1.06561], [-0.39161, 0.94541, 2.03001], [-0.27257, 2.42788, 1.15295], [-2.93709, 0.34720, -1.25406], [-3.11258, 0.53056, 0.53203], [2.20946, -0.10078, -1.69307], [1.62012, -0.35765, 1.96281], [2.46770, -1.79883, -1.27789], [0.94814, -1.32128, -2.02504], [2.54391, 0.56077, 0.75068], [2.89842, -1.15491, 1.05942], [-0.27056, 1.02510, -2.14053], [1.02062, 1.85565, -1.25000], [-0.65496, 2.46851, -1.22060], [-0.52518, -1.98471, 1.35997], [-2.23099, -1.97301, 0.85465], [-1.64392, -0.75384, 1.96706]], "lowdin_charge": [-0.42, -0.24, -0.19, -0.19, -0.03, -0.07, -0.22, 0.15, 0.00, 0.11, 0.10, 0.11, 0.01, 0.00, 0.07, 0.06, 0.07, 0.07, 0.07, 0.07, 0.09, 0.08, 0.08, 0.07, 0.08, 0.07], "e_homo_ev": -7.1, "spin_multiplicity": 1, "gap_ha": 0.2939, "e_tot_ev": -10964.0485, "lumo_ev": 0.91, "relative_energy_kj_mol": 401.2}

---

[2]
{"formula": "C4H7NS", "method": "ωB97M-V with the def2-TZVPD basis set", "species": ["C", "C", "C", "S", "C", "N", "H", "H", "H", "H", "H", "H", "H"], "xyz": [[0.03529, 0.40541, 1.32913], [0.11573, -0.33065, -0.02789], [-0.08787, 0.65757, -1.22978], [-1.23295, -1.64561, -0.06444], [1.36088, -1.02049, -0.14790], [2.36731, -1.65179, -0.12243], [-0.02830, -0.29742, 2.17259], [-0.76894, 1.12612, 1.42080], [0.96954, 0.94354, 1.43091], [0.73712, 1.43235, -1.37484], [-1.03616, 1.20119, -1.16922], [-0.12923, 0.03990, -2.11218], [-2.30244, -0.86011, -0.10474]], "lowdin_charge": [-0.11, -0.83, -0.10, 0.77, -0.27, 0.18, 0.08, 0.08, 0.08, 0.11, 0.08, 0.06, -0.14], "e_homo_ev": -9.7, "smiles": "CC(C)(S)C#N", "spin_multiplicity": 1, "gap_ha": 0.3788, "e_tot_ev": -16586.1404, "lumo_ev": 0.60, "relative_energy_kj_mol": 76.3}

---

[3]
{"formula": "C2HBr2IN3P", "method": "ωB97M-V with the def2-TZVPD basis set", "species": ["C", "C", "N", "N", "N", "P", "Br", "Br", "I", "H"], "xyz": [[-1.14266, 0.09340, 1.26200], [-0.24862, 1.52216, -0.36813], [-1.13829, 1.29469, 0.43499], [-0.16657, -0.75571, 1.16121], [0.84029, -0.44325, 0.43119], [1.65017, -1.47633, -0.43683], [-2.59086, -0.26161, 2.28639], [0.39643, 2.73236, -1.52643], [0.17995, -2.26793, -2.16779], [2.22015, -0.43777, -1.07661]], "lowdin_charge": [-0.88, -0.67, 0.02, -0.09, -0.47, 0.33, 0.81, 0.85, 0.24, -0.14], "e_homo_ev": [-8.1, -8.1], "spin_multiplicity": 1, "gap_ha": [0.2525, 0.2542], "e_tot_ev": -164030.8593, "lumo_ev": [-1.18, -1.15], "relative_energy_kj_mol": 340.5}